Record 1
The following is a quantum chemistry calculation of a cluster of 9 separate species, C35H80BrFIN3O11P in total, from OMol25.

Summary:
ΔE to the lowest compared entry with this formula, charge and spin: 3.393 eV
net charge: +1
Kohn-Sham gap: 6.2 eV

XYZ file:
```
133
Properties=species:S:1:pos:R:3:forces:R:3
N 4.840129 -3.413112 -0.300174 0.8 0.3 -0.4
C 5.358129 -2.077767 -0.748252 0.5 0.6 0.2
C 4.576922 -0.845102 -0.082931 -0.9 -0.8 -0.1
C 2.978170 -1.097069 0.074875 1.1 1.2 0.0
C 2.440677 0.129455 1.008848 -0.9 -0.9 -0.8
C 1.258508 -0.458152 1.969782 0.1 0.0 -1.1
C 0.070541 -0.879804 0.949475 1.6 0.3 2.0
N -0.004938 -2.249582 0.706325 -1.4 5.7 -0.3
N -0.973105 -2.487989 -0.177041 -1.4 0.0 -0.2
P -1.149433 -4.260289 -0.573155 1.2 -2.8 -1.1
O 0.224895 -5.048095 0.114231 -2.5 1.7 -0.4
Br -2.986180 -5.094568 0.524061 1.0 0.7 0.1
C -1.847206 -1.627667 -0.834474 -1.1 2.1 -0.4
C -2.893183 -2.219174 -1.904381 0.6 1.4 0.0
C -2.189384 -2.561948 -3.331623 -3.3 -3.4 -1.5
O -2.821860 -3.341202 -4.080060 3.0 3.5 2.9
I -0.243074 -1.746100 -3.867808 -1.0 -0.3 0.4
C -1.867829 -0.123179 -0.589835 3.2 -1.9 2.3
F -2.739671 0.794181 -1.188767 2.2 -2.5 1.4
C -0.771296 0.276335 0.420137 -1.8 -1.0 -1.8
O -0.523214 1.592482 0.837192 -1.2 -3.2 -1.3
H 4.994765 -4.076327 -1.082277 -0.1 0.5 1.0
H 5.444886 -3.705346 0.486864 -0.7 0.0 -0.7
H 5.312164 -2.024776 -1.892431 0.0 0.0 1.7
H 6.452631 -2.003324 -0.410950 -1.4 0.2 -0.8
H 4.965309 -0.644215 0.973285 -0.2 -0.2 -1.5
H 4.685244 0.077115 -0.752664 0.1 -1.2 1.1
H 2.741315 -2.109171 0.544904 0.5 1.3 -0.8
H 2.544623 -1.008432 -0.994134 0.3 -0.4 1.8
H 1.985284 0.884546 0.261638 0.8 -0.8 1.6
H 3.286307 0.600988 1.626513 -1.4 -0.7 -0.9
H 0.906762 0.310547 2.733512 0.3 -1.0 -1.1
H 1.670640 -1.387419 2.517592 -0.9 1.4 -1.0
H 0.039800 -6.008846 0.221707 0.0 0.7 -0.1
H -3.640230 -1.370744 -2.153040 1.3 -1.3 0.5
H -3.523877 -3.081665 -1.510501 1.1 0.9 -0.7
H -1.236476 2.140542 0.431443 0.6 -0.2 0.3
C -0.969764 -6.202788 -7.285582 0.0 0.0 -0.3
C 0.347460 -5.744732 -6.679789 -0.6 -0.1 0.4
C 0.615226 -6.433236 -5.350738 0.3 -0.1 0.1
O 0.312924 -4.332093 -6.483383 0.2 0.3 -0.1
H -1.808773 -5.958838 -6.625637 0.1 -0.1 0.1
H -1.154407 -5.691335 -8.233969 0.1 -0.1 0.1
H -0.968469 -7.281049 -7.464109 0.0 0.1 0.0
H 1.164597 -5.956596 -7.374380 0.0 0.2 0.1
H -0.169515 -6.197021 -4.623708 -0.1 -0.1 -0.1
H 1.559200 -6.085686 -4.921759 0.0 -0.1 -0.1
H 0.664322 -7.518375 -5.470794 0.0 0.1 0.1
H -0.407808 -4.134581 -5.869454 0.1 -0.1 -0.2
C 3.023964 -4.729747 -9.613223 -0.1 0.2 0.2
C 4.447893 -5.257510 -9.535700 -0.4 -0.3 -0.6
C 5.087203 -5.330992 -10.913361 0.3 0.1 0.0
O 4.440576 -6.556602 -8.946309 0.1 0.0 0.3
H 2.395314 -5.388776 -10.221065 0.1 0.0 -0.1
H 2.573801 -4.693283 -8.617539 0.1 0.1 -0.1
H 2.997690 -3.726442 -10.045932 -0.1 -0.1 0.0
H 5.044950 -4.609934 -8.887663 0.0 -0.2 0.1
H 4.530541 -6.011021 -11.566319 -0.1 0.1 0.1
H 6.105523 -5.722524 -10.843505 -0.1 0.1 0.0
H 5.122967 -4.345799 -11.385298 0.0 -0.1 0.0
H 3.914908 -7.137283 -9.512429 0.1 0.1 0.1
C -7.116882 0.751629 -0.926436 -0.2 0.1 0.3
C -6.585851 2.020832 -1.573828 0.1 -0.6 -0.3
C -6.369789 1.832662 -3.066855 -0.1 0.3 -0.2
O -5.350408 2.386780 -0.958142 0.2 0.3 0.2
H -6.405983 -0.073866 -1.044148 0.0 0.0 -0.2
H -7.256320 0.898051 0.148016 0.0 0.0 -0.1
H -8.072178 0.454306 -1.365652 0.1 0.0 0.0
H -7.288746 2.841067 -1.405074 0.2 0.0 0.1
H -5.633027 1.044625 -3.258755 -0.1 -0.1 0.1
H -5.977382 2.748654 -3.516534 -0.1 0.0 0.0
H -7.302507 1.568059 -3.570554 0.1 0.0 0.0
H -4.722215 1.667991 -1.101949 -0.3 0.1 0.0
C 7.467721 0.889253 3.973462 0.0 0.2 -0.2
C 6.385510 -0.171340 4.100131 0.7 -0.1 0.4
C 6.219920 -0.623793 5.541890 -0.3 -0.1 0.1
O 6.724162 -1.293961 3.286698 -0.3 -0.1 -0.3
H 8.437088 0.498244 4.298265 -0.1 0.0 0.1
H 7.584016 1.196648 2.930583 -0.1 0.0 0.1
H 7.228664 1.770939 4.573386 0.1 -0.1 0.0
H 5.436253 0.225803 3.727762 0.1 -0.2 -0.1
H 7.145781 -1.067308 5.921308 0.0 0.1 0.0
H 5.447315 -1.394208 5.616042 0.0 0.1 0.0
H 5.943201 0.212537 6.188953 0.0 -0.1 0.0
H 7.562368 -1.652612 3.607982 -0.2 0.1 0.0
C 5.365887 -5.957930 7.511997 -0.1 0.0 0.3
C 5.600188 -4.720919 6.659194 0.3 -0.6 -0.3
C 5.280584 -4.987084 5.196222 -0.1 0.2 -0.2
O 6.961611 -4.313663 6.779642 0.0 0.3 0.1
H 6.010710 -6.781902 7.189924 -0.1 0.0 -0.1
H 5.610791 -5.755034 8.557841 -0.1 0.0 -0.1
H 4.324983 -6.286422 7.453863 0.1 0.0 0.0
H 4.980330 -3.898248 7.026818 0.2 0.1 0.0
H 5.922448 -5.777612 4.793929 -0.1 -0.1 0.1
H 5.465039 -4.092652 4.594017 -0.1 0.0 0.1
H 4.236892 -5.286118 5.067927 0.1 0.0 0.0
H 7.517862 -5.035046 6.456695 -0.1 0.1 0.1
C -1.864703 3.587540 4.415490 0.1 0.0 0.3
C -2.233562 4.918761 3.779285 -0.1 -0.5 -0.4
C -3.474086 4.792598 2.909912 -0.2 0.3 0.0
O -1.142816 5.382565 2.984292 0.2 0.3 0.1
H -1.641649 2.836319 3.649384 -0.1 0.0 -0.1
H -0.964863 3.690866 5.027829 -0.1 0.0 0.0
H -2.675410 3.213003 5.045553 0.1 0.0 -0.1
H -2.407033 5.663566 4.560265 0.1 0.1 -0.2
H -3.307894 4.083354 2.090878 0.0 -0.1 0.1
H -3.720077 5.753370 2.450685 0.0 -0.1 0.1
H -4.333016 4.454555 3.494727 0.0 0.0 -0.1
H -0.981741 4.730522 2.290254 0.0 0.1 0.2
C -6.644324 7.602697 -1.493229 0.0 0.2 -0.2
C -7.734993 6.550035 -1.373098 0.6 -0.1 0.4
C -7.899480 6.084980 0.065338 -0.3 -0.1 0.1
O -7.409101 5.432973 -2.198395 -0.2 -0.2 -0.2
H -5.676787 7.200267 -1.175598 -0.1 0.0 0.1
H -6.529207 7.919177 -2.533288 -0.1 0.0 0.1
H -6.873936 8.480486 -0.883895 0.1 0.0 0.0
H -8.681406 6.958289 -1.737861 0.1 -0.2 -0.1
H -6.975095 5.630099 0.436761 0.0 0.1 0.0
H -8.678371 5.320672 0.134997 0.0 0.1 0.0
H -8.166699 6.917221 0.721442 0.0 -0.1 0.0
H -6.572201 5.064171 -1.883551 -0.1 0.1 0.0
C -4.242834 9.687358 6.302909 -0.2 -0.1 0.3
C -3.392664 8.563984 5.730846 -0.1 0.7 -0.4
C -2.156574 9.106639 5.030686 0.3 -0.2 0.0
O -4.168885 7.806310 4.803548 -0.1 -0.4 0.0
H -4.593310 10.354683 5.508948 0.2 0.0 0.0
H -5.133010 9.283851 6.792792 0.1 0.0 0.0
H -3.679995 10.277024 7.030829 -0.1 0.0 -0.1
H -3.092048 7.885131 6.533936 -0.1 -0.1 -0.2
H -2.435111 9.753930 4.192765 -0.1 0.1 0.1
H -1.560818 8.289329 4.614477 0.0 0.0 0.1
H -1.531277 9.678984 5.720528 0.0 0.0 -0.1
H -4.440126 8.397441 4.088697 0.1 -0.1 0.2
```
Forces are in eV/Å.

Record 2
The following is a quantum chemistry calculation of a cluster of 10 separate species, C35H80F15N5O25S5 in total, from OMol25.

Summary:
ΔE to the lowest compared entry with this formula, charge and spin: 0.000 eV
Kohn-Sham gap: 7.5 eV

XYZ file:
```
165
Properties=species:S:1:pos:R:3:forces:R:3
C 3.591365 0.786674 -3.178733 -0.5 -2.0 0.6
O 3.754084 2.128010 -3.392422 -0.2 1.3 -0.2
C 3.033300 2.443001 -4.549235 -0.2 0.9 -0.7
C 2.809651 3.952786 -4.591426 0.3 0.1 -0.5
N 2.098182 4.473745 -3.378772 0.0 0.0 0.3
H 1.142740 4.022838 -3.309546 0.5 0.7 -0.2
H 2.511417 4.146663 -2.492955 0.3 0.0 -0.6
C 1.974938 5.977271 -3.364703 -0.7 0.5 -0.6
C 1.090121 6.487476 -2.227710 -1.4 -1.8 -0.5
O 0.662454 5.306030 -1.566137 1.4 0.3 -0.5
C -0.439707 5.594597 -0.797658 -1.3 -0.5 2.1
H 4.390131 0.486152 -2.509009 -0.1 -0.4 0.1
H 3.621145 0.207912 -4.124474 0.4 0.1 0.4
H 2.589753 0.559337 -2.742264 0.5 0.2 0.0
H 2.098491 1.860367 -4.611563 0.2 0.4 0.2
H 3.665839 2.176362 -5.413013 -0.3 0.1 -0.1
H 2.300464 4.244225 -5.539210 -0.2 -0.2 1.0
H 3.783903 4.446126 -4.650690 0.0 0.0 0.3
H 1.406985 6.183959 -4.267521 0.4 0.1 -0.3
H 2.935009 6.515282 -3.348785 -0.1 -0.8 -0.3
H 0.176553 7.007814 -2.560954 0.4 -0.1 -0.5
H 1.553366 7.163300 -1.563611 1.0 0.7 1.0
H -0.595672 4.843161 -0.022426 0.0 -0.5 -0.8
H -1.363063 5.744976 -1.368048 0.2 0.0 0.0
H -0.264920 6.411294 -0.116386 0.1 1.0 -0.2
C -0.606638 0.375181 3.552338 0.1 -0.9 -1.0
O -0.121772 -0.772903 4.272941 -0.5 0.4 0.3
C -1.119144 -1.785089 4.466604 0.0 1.4 1.3
C -0.959033 -2.874645 3.501549 0.5 -0.9 -0.4
N 0.457525 -3.339438 3.657624 0.2 -0.9 0.3
H 1.066533 -2.488136 3.633297 -0.2 -0.5 0.1
H 0.458415 -3.768771 4.600608 0.8 0.4 -0.6
C 0.925705 -4.412354 2.670873 -1.9 0.6 1.2
C 2.202862 -5.030603 3.101406 2.4 0.3 -2.1
O 2.349683 -5.119913 4.473061 1.3 0.3 0.6
C 3.785781 -5.156624 4.828417 -2.4 -0.3 0.2
H 0.103100 1.200201 3.637638 0.1 -0.3 0.1
H -1.573833 0.730853 3.896887 -0.1 -0.2 0.3
H -0.700885 0.055416 2.492566 0.0 0.6 0.4
H -2.134278 -1.395438 4.466813 -0.1 0.2 -0.3
H -0.950801 -2.134738 5.493745 0.0 -0.2 -0.1
H -1.066915 -2.599955 2.495003 -0.2 0.8 -1.4
H -1.689165 -3.669982 3.610651 0.2 -0.4 0.4
H 0.962033 -3.974798 1.686483 0.1 0.1 -0.2
H 0.106405 -5.103469 2.724809 -0.4 -0.6 -0.3
H 3.014959 -4.375841 2.631511 -0.6 -0.7 0.9
H 2.363717 -6.026289 2.602492 -0.5 0.6 0.3
H 3.716099 -5.230617 5.902290 0.5 0.2 0.3
H 4.300457 -4.262673 4.479657 0.0 0.0 0.0
H 4.191026 -6.079356 4.437768 0.4 -0.1 -0.3
C 8.150480 3.136153 1.700251 0.5 -0.2 -0.6
O 7.062859 3.078492 2.612319 0.0 0.2 0.1
C 6.572749 1.783610 2.878181 0.6 -0.8 -1.0
C 5.253753 1.541428 2.133409 0.1 -0.2 0.3
N 4.338435 2.738296 2.234293 0.4 -0.3 -0.3
H 3.582397 2.629222 2.953485 1.0 0.2 -0.6
H 5.010544 3.485697 2.460927 -0.6 0.4 0.3
C 3.656070 3.085909 0.933976 -0.9 -0.6 0.2
C 2.787578 4.268180 1.133365 -1.4 0.9 -0.1
O 3.459631 5.436814 1.549051 0.2 0.0 -0.6
C 2.521062 6.517995 1.773258 0.6 -1.0 -0.2
H 7.947519 2.543186 0.779529 0.0 0.3 0.5
H 9.110967 2.775566 2.128303 -0.7 0.0 0.1
H 8.304165 4.180598 1.410567 -0.2 -0.2 0.1
H 6.517828 1.600996 3.942614 -0.2 0.2 0.3
H 7.281688 1.027908 2.466377 -0.4 0.3 0.4
H 4.743979 0.659288 2.532579 0.1 0.2 -0.4
H 5.499029 1.438579 1.070626 -0.3 -0.2 0.2
H 2.956959 2.283459 0.705760 0.2 -0.3 0.2
H 4.319959 3.090660 0.087090 0.9 0.4 0.1
H 2.041704 4.027406 1.896373 0.0 -0.3 0.1
H 2.139160 4.417071 0.225592 0.7 0.1 0.4
H 3.052852 7.429805 1.615720 0.4 0.6 0.0
H 2.140739 6.451392 2.774609 -0.4 0.1 0.5
H 1.711622 6.455828 1.064933 -0.4 0.0 -0.2
C -3.144554 -2.474242 -4.413098 -1.6 0.1 0.5
O -3.385559 -2.654106 -2.988771 -0.1 0.1 -0.2
C -4.561565 -2.008598 -2.474274 -1.0 -0.1 -0.7
C -4.931539 -2.554050 -1.096964 2.6 -0.3 0.1
N -5.216009 -3.990675 -1.165753 -0.4 -1.8 -0.7
H -5.826127 -4.190139 -1.960132 -0.1 0.2 -0.3
H -4.385431 -4.642214 -1.269135 -0.1 1.0 0.4
C -6.010185 -4.553293 -0.039695 2.2 -0.1 2.1
C -7.423787 -4.192463 -0.159743 -1.5 -0.4 -0.3
O -7.775013 -4.360719 -1.516036 0.2 0.6 -1.3
C -9.027281 -3.868163 -1.983780 -0.5 -0.3 2.2
H -2.397870 -3.176577 -4.789463 0.0 0.0 0.6
H -2.830056 -1.446421 -4.598092 0.0 0.0 -0.1
H -4.105994 -2.675918 -4.959346 0.8 0.3 0.3
H -5.428066 -2.178786 -3.148744 0.4 -0.2 0.0
H -4.507087 -0.913147 -2.416968 0.5 -0.1 0.1
H -5.756312 -2.080790 -0.604958 -0.4 0.6 0.0
H -4.031417 -2.472369 -0.446516 -0.8 0.1 -0.1
H -5.599440 -4.166488 0.924041 -0.3 0.1 -0.7
H -5.801942 -5.626829 0.050811 -0.2 0.3 -0.7
H -7.649882 -3.224564 0.268210 -0.1 0.6 -0.3
H -7.988673 -4.919440 0.388246 -0.4 -0.4 0.8
H -9.329708 -2.971785 -1.410894 0.2 -0.2 -0.3
H -9.794794 -4.637737 -1.803358 0.1 0.2 -0.1
H -8.994500 -3.646173 -3.022079 0.4 0.1 -0.8
C 2.021040 -4.220670 -2.289182 0.4 1.0 -0.3
O 0.903573 -3.378345 -2.266777 -0.3 2.2 0.1
C 1.238331 -1.982233 -2.552538 -0.3 -1.3 -0.8
C -0.052540 -1.202126 -2.396163 0.0 0.2 1.4
N -0.587140 -1.578840 -1.042903 -0.8 -1.0 -0.4
H -0.791609 -2.606555 -0.895117 0.3 0.8 -0.6
H 0.150836 -1.376001 -0.367498 0.3 0.2 0.4
C -1.818724 -0.840121 -0.637111 1.1 0.4 0.9
C -1.504156 0.670126 -0.601063 0.6 -0.3 0.4
O -0.267944 0.853671 0.148255 -1.8 -1.8 -0.9
C 0.241946 2.143490 0.268492 0.1 -0.1 0.0
H 2.155828 -4.504148 -3.328335 0.8 -0.2 -0.2
H 1.733157 -5.079907 -1.743933 0.0 -1.0 0.7
H 2.914519 -3.717435 -1.827994 -0.6 -0.6 -0.5
H 1.575528 -1.889474 -3.598545 0.1 -0.1 0.2
H 2.060754 -1.668394 -1.907247 -0.2 0.1 0.2
H -0.756741 -1.472490 -3.187034 -0.1 0.1 0.3
H 0.037661 -0.092053 -2.287882 0.4 -0.9 -0.8
H -2.042625 -1.293298 0.354421 -0.4 0.6 -0.6
H -2.559239 -1.060004 -1.394170 -0.3 0.0 0.2
H -2.326727 1.196104 -0.125542 -0.1 0.1 0.1
H -1.419948 1.036056 -1.633327 0.1 0.2 0.3
H 0.663716 2.434107 -0.695143 0.4 0.3 0.2
H 0.950466 2.005519 1.090470 0.1 0.6 -0.3
H -0.498235 2.874297 0.553731 -0.4 0.2 0.1
C -0.943733 -6.679046 -0.318572 0.0 0.5 0.0
F -0.637574 -6.335759 -1.562463 -0.1 0.1 -0.7
F -1.328668 -7.948231 -0.326485 -0.3 0.0 0.3
F 0.194417 -6.578474 0.377146 0.1 -0.1 0.5
S -2.184174 -5.449229 0.356224 -0.6 2.0 1.3
O -2.336358 -5.668034 1.782631 0.8 -0.5 -0.8
O -1.572650 -4.152223 0.027977 0.2 -1.0 -0.1
O -3.430874 -5.663311 -0.366249 0.6 -0.9 -0.6
C 3.979877 -1.864535 0.743697 0.6 -0.8 0.0
F 4.149864 -1.407240 -0.493949 -0.1 0.3 -0.2
F 3.864707 -3.198874 0.668574 -0.2 0.2 0.0
F 5.119418 -1.627223 1.426002 -0.4 0.3 0.0
S 2.503744 -1.136778 1.555184 -3.5 -0.5 1.1
O 2.617038 -1.564571 2.942321 0.9 0.0 -0.6
O 2.528310 0.288307 1.363213 1.2 0.3 -0.3
O 1.317844 -1.749372 0.912181 2.0 0.0 0.1
C -1.129181 4.423714 3.179920 0.5 -0.3 -1.3
F -1.832934 3.319971 2.925516 0.0 -0.2 0.1
F -0.810765 4.439514 4.457365 -0.1 0.2 0.5
F 0.078546 4.249453 2.494195 -0.6 0.3 0.4
S -2.038104 5.895706 2.536789 -1.0 1.1 -0.6
O -2.162419 5.678117 1.107452 0.2 -0.6 0.5
O -3.276359 5.824662 3.245931 -0.6 -0.5 0.6
O -1.232298 7.032443 2.884891 1.2 0.2 0.2
C -1.161431 2.012137 -5.037434 -1.6 2.1 -1.6
F -2.072795 2.627499 -5.913088 1.0 -1.3 1.1
F -1.619264 0.810872 -4.699301 0.1 0.1 -0.1
F -0.032896 1.866394 -5.755367 -0.2 -0.1 0.5
S -0.975403 3.156539 -3.582488 -0.7 1.1 -0.6
O -0.586983 4.464147 -4.076608 -0.2 -0.2 -0.9
O -2.187445 3.116935 -2.845085 -0.8 -0.5 0.0
O 0.149671 2.514266 -2.980155 2.1 -1.5 1.2
C -4.636313 0.275196 1.794959 0.3 -0.5 -1.1
F -4.747707 0.167094 0.411945 -0.2 -0.1 0.9
F -3.427679 0.817077 1.994360 -0.2 0.1 0.2
F -5.571722 1.109222 2.205378 0.0 -0.2 0.1
S -4.629900 -1.422265 2.598350 -0.9 -1.3 -0.2
O -5.893132 -2.111562 2.317192 0.7 0.9 -0.7
O -3.474525 -2.051930 1.968701 -0.1 0.3 -0.3
O -4.461183 -1.119117 3.984808 0.4 0.6 0.8
```
Forces are in eV/Å.

Calculated values (hartree) of HOMO for the records, taken in order: -0.41453; -0.29175.
Calculated values (hartree) of electronic energy for the records, taken in order: -5685.9842; -7025.1336.